Record 1
Formula: C15H29CsF2N2O4S2
Source: the OMol25 dataset
Level of theory: the ωB97M-V functional and the def2-TZVPD basis

Values from the calculation:
- E: -54850.4378 eV
- Spin multiplicity: 1
- Net charge: -2
- Lowest unoccupied orbital energy: 4.0 eV
- Frontier orbital gap: 5.011 eV
- HOMO: -1.04 eV

Geometry as XYZ:
```
55
Properties=species:S:1:pos:R:3:mulliken_charge:R:1
Cs -0.78568 1.92258 1.25916 0.889
C 2.60244 0.87622 3.54668 -1.511
C 2.73527 0.21812 2.20037 0.772
C 2.40158 -1.12364 2.03287 -0.693
C 2.50748 -1.74035 0.79281 1.117
C 2.14294 -3.19117 0.62283 -1.688
C 2.92173 -0.97777 -0.29736 -0.552
C 3.22942 0.37226 -0.16561 0.968
C 3.56747 1.22269 -1.35749 -1.308
C 3.15419 0.95031 1.09765 -0.597
H 1.77010 0.45333 4.11237 0.357
H 2.42090 1.94657 3.44028 0.346
H 3.50892 0.75623 4.14826 0.298
H 2.03742 -1.69116 2.88502 0.325
H 2.55752 -3.80723 1.42457 0.464
H 2.52304 -3.58212 -0.32354 0.384
H 1.06002 -3.33384 0.63921 0.148
H 2.97367 -1.43647 -1.28052 0.167
H 3.84750 0.60418 -2.21283 0.387
H 4.39495 1.89853 -1.13487 0.355
H 2.71164 1.85009 -1.62905 0.003
H 3.32911 2.01478 1.20005 0.218
N -2.81890 1.78570 -1.82699 -0.406
C -2.74264 1.27565 -3.19157 -0.738
C -1.80461 0.07603 -3.25793 -0.483
C -2.19289 -1.04098 -2.30342 -0.633
C -1.29151 -2.26391 -2.33587 -0.514
N 0.11438 -1.91374 -2.12341 -0.531
H -3.44979 2.57426 -1.75806 0.234
H -1.91135 2.19028 -1.59028 0.033
H -2.38716 2.02621 -3.91113 0.377
H -3.74815 0.96957 -3.51043 0.413
H -0.78544 0.42365 -3.06195 0.311
H -1.78537 -0.30644 -4.28684 0.268
H -3.21733 -1.37072 -2.52167 0.311
H -2.24146 -0.64774 -1.28431 0.287
H -1.37094 -2.75424 -3.31526 0.372
H -1.66641 -2.97416 -1.58704 0.289
H 0.61783 -2.69020 -1.71486 0.224
H 0.20225 -1.14965 -1.46114 0.178
O 0.76157 5.41034 -0.12285 -0.696
S 0.49292 4.07292 -0.64461 1.095
O -0.96997 3.77510 -0.62426 -0.821
O 1.18912 3.04253 0.17617 -0.763
S 1.11792 3.89099 -2.59915 -0.737
F -1.23922 -2.85680 1.35625 -0.229
C -2.28554 -2.30837 2.07277 0.635
F -3.42448 -2.51744 1.33464 -0.262
H -2.37934 -2.88865 2.99272 0.138
C -3.25566 0.63834 3.57889 -0.779
O -2.04352 0.58948 2.95416 -0.689
H -3.74711 -0.35457 3.74538 0.152
H -4.01020 1.23038 3.00936 0.194
H -3.23062 1.10082 4.59266 0.196
H -2.10800 -1.23674 2.21912 -0.278
```

Record 2
Formula: C15H29F3NO2PPtSSi
Source: the OMol25 dataset
Level of theory: the ωB97M-V functional and the def2-TZVPD basis

Values from the calculation:
- E: -61011.6693 eV
- Spin multiplicity: 1
- Lowest unoccupied orbital energy: -0.1 eV
- Frontier orbital gap: 6.712 eV
- HOMO: -6.78 eV

Geometry as XYZ:
```
54
Properties=species:S:1:pos:R:3:nbo_charge:R:1
Pt -0.55665 -0.38393 -0.14923 0.776
C -3.22803 1.85784 1.57691 -1.117
Si -2.71113 0.12027 2.20257 1.791
C -3.51930 -1.27957 1.17355 -1.113
C -3.50716 -0.01680 3.94370 -1.118
N -1.00789 -0.09345 1.97623 -1.084
C 0.01053 -0.13816 2.85280 0.100
C -0.15808 -0.17220 4.25606 -0.264
C 0.90011 -0.27809 5.13012 -0.204
C 2.20717 -0.33972 4.67150 -0.262
C 2.42608 -0.28007 3.30561 -0.282
C 1.36176 -0.18353 2.44142 0.386
F 1.66414 -0.11790 1.10523 -0.370
H -4.29944 1.91562 1.40912 0.222
H -2.72158 2.10646 0.65157 0.231
H -2.96764 2.62247 2.30163 0.235
H -4.59240 -1.14567 1.08939 0.224
H -3.34211 -2.24198 1.64376 0.232
H -3.09597 -1.32365 0.17088 0.230
H -4.58917 0.03646 3.85802 0.237
H -3.19972 0.78675 4.60636 0.231
H -3.27120 -0.95995 4.42564 0.232
H -1.15782 -0.13113 4.64680 0.211
H 0.70538 -0.31499 6.19247 0.207
H 3.03419 -0.43135 5.35776 0.209
H 3.42074 -0.30529 2.89150 0.218
C -2.57012 0.69340 -2.43046 -1.011
P -1.41852 2.07499 -2.09511 1.942
C -0.35635 2.23422 -3.57699 -1.008
C -2.40969 3.62144 -2.08703 -0.995
O -0.67090 1.93094 -0.81863 -1.133
H -2.97455 0.74042 -3.43833 0.242
H -3.38188 0.70850 -1.70320 0.256
H -1.98968 -0.22582 -2.29664 0.266
H -0.95332 2.44633 -4.45942 0.235
H 0.17641 1.29607 -3.69369 0.272
H 0.35853 3.03602 -3.40350 0.245
H -2.93851 3.77774 -3.02243 0.236
H -1.72686 4.45037 -1.91271 0.249
H -3.12202 3.58160 -1.26753 0.253
C 3.19464 0.26992 -3.16753 -0.804
S 2.10814 -0.88500 -2.21014 1.299
C 2.06499 -2.19112 -3.51364 -0.804
O 0.78147 -0.23220 -2.30136 -1.016
H 4.16986 -0.16757 -3.34537 0.231
H 3.30075 1.16572 -2.56641 0.241
H 2.71051 0.51451 -4.10548 0.225
H 3.07688 -2.48419 -3.76577 0.225
H 1.53318 -1.81854 -4.38251 0.231
H 1.53300 -3.03984 -3.09787 0.258
F 0.80087 -2.88455 -0.71354 -0.389
C -0.50677 -2.41385 -0.72424 0.354
F -0.91187 -2.63918 -2.03375 -0.383
H -1.08234 -3.13800 -0.12222 0.129
```

Record 3
Formula: C15H29INO6S2
Source: the OMol25 dataset
Level of theory: the ωB97M-V functional and the def2-TZVPD basis

Values from the calculation:
- E: -59562.2002 eV
- Spin multiplicity: 1
- Net charge: -1
- Lowest unoccupied orbital energy: 0.6 eV
- Frontier orbital gap: 6.713 eV
- HOMO: -6.11 eV

Geometry as XYZ:
```
54
Properties=species:S:1:pos:R:3:nbo_charge:R:1
C 2.49576 -0.32302 5.04312 -0.363
C 1.18233 -0.53822 5.73345 -0.290
C -0.03516 -1.18763 4.79884 0.751
O -1.08615 -0.39936 4.57192 -0.599
O 0.19571 -2.53987 4.27884 -0.517
C -0.83172 -2.97906 3.33188 -0.093
C -0.60615 -2.55827 1.77288 -0.443
C 0.74780 -1.71571 1.43284 -0.444
C 0.34501 -0.49207 0.36539 -0.399
C 1.43572 -0.50514 -0.90134 -0.441
C 1.11619 -1.73136 -1.94187 -0.633
S 2.44835 -3.07116 -1.99497 2.031
O 2.27234 -3.77921 -3.39476 -0.946
O 2.13371 -4.14470 -0.92527 -0.953
N 4.08357 -2.45897 -1.96829 -1.004
S 4.86733 -2.72031 -0.42920 1.843
O 6.27141 -2.00632 -0.53330 -0.909
O 4.15648 -2.07049 0.78450 -0.923
I 5.36627 -5.05680 0.06420 -0.041
H 3.28152 -1.21304 5.02913 0.231
H 2.81381 0.67721 4.52272 0.223
H 0.97715 -0.26119 6.86620 0.236
H -0.83232 -4.17197 3.36875 0.197
H -1.94067 -2.67276 3.62879 0.200
H -0.54764 -3.56509 1.13353 0.229
H -1.56174 -1.97511 1.39415 0.204
H 1.56509 -2.35989 0.89103 0.271
H 1.26343 -1.17950 2.33294 0.215
H 0.35127 0.56107 0.92753 0.208
H -0.71214 -0.63776 -0.11738 0.186
H 2.54990 -0.45821 -0.53073 0.266
H 1.24216 0.52577 -1.46659 0.199
H 0.06652 -2.23306 -1.74502 0.256
H 1.06488 -1.26841 -3.03836 0.254
C -3.63915 4.54348 -0.78515 -0.609
C -2.55080 3.48815 -0.65314 -0.399
C -1.43086 3.64828 -1.68423 -0.399
C -1.86550 3.49972 -3.14758 -0.396
C -2.53643 2.16775 -3.49582 -0.398
C -1.62396 0.96901 -3.29467 -0.614
H -4.14072 4.48739 -1.75510 0.198
H -4.39786 4.39864 -0.01149 0.207
H -3.22187 5.54877 -0.66759 0.198
H -2.99593 2.49036 -0.72062 0.197
H -2.11333 3.56162 0.35008 0.205
H -0.64195 2.92162 -1.46175 0.208
H -0.97028 4.63742 -1.55949 0.197
H -0.98091 3.62763 -3.78522 0.201
H -2.54629 4.31661 -3.41266 0.194
H -2.84684 2.19903 -4.54650 0.198
H -3.45279 2.03566 -2.91026 0.191
H -0.72509 1.05636 -3.91313 0.205
H -2.14310 0.04834 -3.58057 0.211
H -1.31635 0.86376 -2.25062 0.206
```

Q: Which of these has the highest lowest unoccupied orbital energy?
A: C15H29CsF2N2O4S2